Density functional theory data (ωB97M-V/def2-TZVPD) for a single C4H8N2 molecule.

Output
- orbital gap (Ha) = 0.352
- structure (SMILES) = C#CN(C)NC
- LUMO energy (eV) = 1.04
- relative energy (zero: lowest compared OMol25 entry of this formula, charge and spin) (eV) = 4.562
- max |F| (eV/Å) = 3.2
- total energy (eV) = -7253.31372

Bonds (Å) are listed after each position.
Element x y z (Å)
1 C 1.56 -0.88 2.01  C2 1.220, H7 1.053
2 C 0.57 -0.74 1.32  C1 1.220, N3 1.380
3 N -0.34 -0.91 0.30  C2 1.380, C4 1.427, N5 1.417
4 C -1.63 -0.38 0.60  N3 1.427, H8 1.095, H9 1.093, H10 1.181
5 N 0.12 -0.64 -1.01  N3 1.417, C6 1.432, H11 0.993
6 C 0.81 0.60 -1.13  N5 1.432, H12 1.137, H13 1.018, H14 1.024
7 H 2.09 -0.77 2.91  C1 1.053
8 H -1.40 0.59 1.05  C4 1.095
9 H -2.25 -0.04 -0.23  C4 1.093
10 H -2.27 -1.05 1.34  C4 1.181
11 H 0.66 -1.31 -1.51  N5 0.993
12 H 1.04 0.96 -2.19  C6 1.137
13 H 0.27 1.41 -0.82  C6 1.018
14 H 1.71 0.55 -0.65  C6 1.024

Density functional theory data (ωB97M-V/def2-TZVPD) for a single C4H8N2 molecule.

Output
- orbital gap (Ha) = 0.281
- LUMO energy (eV) = 0.97
- relative energy (zero: lowest compared OMol25 entry of this formula, charge and spin) (eV) = 3.926
- max |F| (eV/Å) = 4.8
- total energy (eV) = -7253.94924

Bonds (Å) are listed after each position.
Element x y z (Å)
1 C -0.36 -1.24 0.30  C4 1.443, H5 1.041, H6 1.196, N13 1.425
2 C 1.35 0.23 0.12  C3 1.514, H8 1.006, H9 1.097, N13 1.503
3 C 0.29 1.31 0.06  C2 1.514, H10 1.144, N14 1.346
4 C -1.45 -0.30 0.15  C1 1.443, H12 1.181, N14 1.387
5 H -0.89 -2.11 0.06  C1 1.041
6 H 0.19 -1.20 1.36  C1 1.196
7 H 0.55 -0.79 -1.44  N13 0.958
8 H 1.57 0.06 1.09  C2 1.006
9 H 2.36 0.48 -0.24  C2 1.097
10 H 0.57 2.42 0.14  C3 1.144
11 H -1.61 1.69 -0.30  N14 0.980
12 H -2.34 -0.52 -0.59  C4 1.181
13 N 0.77 -0.99 -0.53  C1 1.425, C2 1.503, H7 0.958
14 N -0.98 0.95 -0.19  C3 1.346, C4 1.387, H11 0.980

Density functional theory data (ωB97M-V/def2-TZVPD) for a single C4H8N2 molecule.

Output
- orbital gap (Ha) = 0.375
- structure (SMILES) = NCC#CCN
- LUMO energy (eV) = 0.93
- relative energy (zero: lowest compared OMol25 entry of this formula, charge and spin) (eV) = 3.027
- max |F| (eV/Å) = 3.6
- total energy (eV) = -7254.84791

Bonds (Å) are listed after each position.
Element x y z (Å)
1 N 2.84 0.43 0.51  C2 1.563, H7 1.114, H8 1.133
2 C 1.98 -0.61 -0.27  N1 1.563, C3 1.489, H9 1.145, H10 1.124
3 C 0.55 -0.23 -0.40  C2 1.489, C4 1.207
4 C -0.59 0.19 -0.40  C3 1.207, C5 1.486
5 C -2.02 0.57 -0.33  C4 1.486, N6 1.521, H11 1.117, H12 1.202
6 N -2.62 -0.41 0.66  C5 1.521, H13 1.034, H14 1.089
7 H 2.76 1.43 0.03  N1 1.114
8 H 2.41 0.64 1.54  N1 1.133
9 H 2.08 -1.65 0.19  C2 1.145
10 H 2.50 -0.71 -1.26  C2 1.124
11 H -2.46 0.56 -1.35  C5 1.117
12 H -2.27 1.69 0.05  C5 1.202
13 H -3.64 -0.24 0.69  N6 1.034
14 H -2.47 -1.41 0.26  N6 1.089

Density functional theory data (ωB97M-V/def2-TZVPD) for a single C4H8N2 molecule.

Output
- orbital gap (Ha) = 0.375
- structure (SMILES) = CN[C@@H](C)C#N
- LUMO energy (eV) = 0.92
- relative energy (zero: lowest compared OMol25 entry of this formula, charge and spin) (eV) = 0.937
- max |F| (eV/Å) = 1.3
- total energy (eV) = -7256.93831

Bonds (Å) are listed after each position.
Element x y z (Å)
1 C 1.87 -0.13 0.28  N2 1.439, H7 1.096, H8 1.093, H9 1.100
2 N 0.48 -0.32 0.57  C1 1.439, C3 1.448, H10 1.012
3 C -0.53 0.23 -0.32  N2 1.448, C4 1.550, C5 1.495, H11 1.097
4 C -1.65 -0.84 -0.38  C3 1.550, H12 1.093, H13 1.095, H14 1.090
5 C -0.84 1.64 0.07  C3 1.495, N6 1.159
6 N -0.88 2.74 0.41  C5 1.159
7 H 2.07 -0.51 -0.73  C1 1.096
8 H 2.43 -0.77 0.98  C1 1.093
9 H 2.24 0.90 0.36  C1 1.100
10 H 0.22 -0.15 1.53  N2 1.012
11 H -0.10 0.34 -1.32  C3 1.097
12 H -1.71 -1.23 -1.40  C4 1.093
13 H -1.29 -1.67 0.24  C4 1.095
14 H -2.64 -0.54 -0.04  C4 1.090

Density functional theory data (ωB97M-V/def2-TZVPD) for a single C4H8N2 molecule.

Output
- orbital gap (Ha) = 0.351
- structure (SMILES) = C1N[C@H]1[C@H]1CN1
- LUMO energy (eV) = 1.01
- relative energy (zero: lowest compared OMol25 entry of this formula, charge and spin) (eV) = 4.437
- max |F| (eV/Å) = 3.3
- total energy (eV) = -7253.43797

Bonds (Å) are listed after each position.
Element x y z (Å)
1 C -1.42 -1.15 -0.05  N2 1.470, C3 1.498, H7 1.174, H8 1.094
2 N -1.81 -0.28 1.07  C1 1.470, C3 1.455, H9 1.029
3 C -1.00 0.29 0.00  C1 1.498, N2 1.455, C4 1.472, H10 1.101
4 C 0.42 0.25 -0.37  C3 1.472, C5 1.462, N6 1.453, H11 1.199
5 C 1.46 1.22 -0.03  C4 1.462, N6 1.472, H12 1.088, H13 1.084
6 N 1.45 -0.11 0.60  C4 1.453, C5 1.472, H14 1.017
7 H -1.60 -1.23 -1.21  C1 1.174
8 H -0.67 -1.92 0.18  C1 1.094
9 H -1.23 -0.59 1.86  N2 1.029
10 H -1.59 0.99 -0.61  C3 1.101
11 H 0.41 -0.24 -1.46  C4 1.199
12 H 1.25 2.06 0.64  C5 1.088
13 H 2.19 1.42 -0.81  C5 1.084
14 H 2.15 -0.72 0.19  N6 1.017

Density functional theory data (ωB97M-V/def2-TZVPD) for a single C4H8N2 molecule.

Output
- orbital gap (Ha) = 0.381
- structure (SMILES) = [H]/N=C\N1C[C@@H]1C
- LUMO energy (eV) = 0.99
- relative energy (zero: lowest compared OMol25 entry of this formula, charge and spin) (eV) = 3.029
- max |F| (eV/Å) = 4.2
- total energy (eV) = -7254.84662

Bonds (Å) are listed after each position.
Element x y z (Å)
1 H -0.41 2.09 -0.91  N2 1.059
2 N 0.64 2.11 -0.75  H1 1.059, C3 1.319
3 C 1.18 0.95 -0.44  N2 1.319, N4 1.362, H8 1.180
4 N 0.62 -0.26 -0.15  C3 1.362, C5 1.434, C6 1.434
5 C 0.33 -0.62 1.21  N4 1.434, C6 1.480, H9 1.160, H10 1.113
6 C -0.75 -0.35 0.24  N4 1.434, C5 1.480, C7 1.544, H11 1.123
7 C -1.62 -1.53 -0.25  C6 1.544, H12 1.314, H13 1.155, H14 1.207
8 H 2.36 0.88 -0.40  C3 1.180
9 H 0.56 -1.75 1.37  C5 1.160
10 H 0.66 0.00 2.07  C5 1.113
11 H -1.36 0.57 0.47  C6 1.123
12 H -2.05 -2.22 0.79  C7 1.314
13 H -0.86 -2.18 -0.83  C7 1.155
14 H -2.53 -1.03 -0.86  C7 1.207